H8O4 | wB97M-V/def2-TZVPD

Positions of all 12 atoms, in Å:
H (0.01, -1.19, 0.96)
H (-0.99, -2.31, 0.30)
H (-1.50, 0.59, -0.09)
H (-0.58, 1.48, -0.88)
H (0.44, 0.82, 0.99)
H (1.83, 0.27, 1.78)
H (1.15, 0.28, -1.14)
H (-0.08, -0.44, -1.43)
O (-0.76, -1.37, 0.32)
O (-1.12, 1.51, -0.04)
O (1.13, 0.08, 1.06)
O (0.45, 0.27, -1.84)

Values from the calculation:
HOMO energy (eV): -11.017
Relative energy (zero: lowest compared OMol25 entry of this formula, charge and spin) (kJ/mol): 63.8
Electronic energy (eV): -8320.0149
Orbital gap (eV): 11.44